(1)
This record from the OMol25 dataset describes C21H47BBr2CoF4KN5O8 as an isolated structure. The level of theory is ωB97M-V/def2-TZVPD.

## Properties
LUMO (alpha / beta)   -2.068 / -2.680 eV

Structure (ORCA input):
```
! wB97M-V def2-TZVPD RIJCOSX def2/J DEFGRID3
* xyz 1 5
K -2.130 1.987 -3.054
Co -0.136 0.210 2.088
B -0.141 0.355 -0.922
F 0.521 1.432 -1.474
F 0.600 -0.146 0.154
F -1.380 0.696 -0.471
F -0.184 -0.615 -1.873
C -6.664 -1.069 -5.976
C -5.869 -0.791 -4.711
O -5.175 -1.905 -4.259
C -3.807 -1.805 -3.993
O -3.082 -0.838 -4.147
O -3.453 -3.032 -3.430
C -2.135 -3.343 -3.040
H -7.483 -1.755 -5.763
H -5.940 -1.406 -6.718
H -7.041 -0.182 -6.486
H -6.468 -0.706 -3.805
H -5.233 0.072 -4.905
H -1.660 -2.622 -2.374
H -1.644 -3.342 -4.013
H -2.148 -4.343 -2.606
C -3.297 -0.891 1.988
O -2.015 -0.854 1.829
N -4.100 -1.565 1.136
C -5.556 -1.597 1.174
C -3.491 -2.212 -0.042
H -3.918 -0.578 2.842
H -6.041 -0.982 0.416
H -6.025 -1.201 2.075
H -5.813 -2.621 0.901
H -2.418 -2.329 0.110
H -3.909 -3.206 -0.203
H -3.693 -1.651 -0.955
C 5.420 -0.033 0.777
O 4.966 -0.806 1.630
N 4.667 0.377 -0.349
C 5.093 1.417 -1.264
C 3.274 -0.044 -0.491
H 6.431 0.399 0.836
H 6.134 1.717 -1.151
H 4.341 2.196 -1.137
H 5.034 0.987 -2.264
H 3.155 -0.536 -1.457
H 2.845 -0.728 0.241
H 2.648 0.848 -0.492
C -1.127 3.218 1.448
O -0.694 2.217 1.967
N -1.114 4.433 2.104
C -1.290 5.718 1.354
C -0.748 4.672 3.490
H -1.392 3.287 0.382
H -2.162 6.247 1.741
H -1.366 5.728 0.267
H -0.359 6.279 1.429
H -0.148 5.490 3.889
H -1.677 4.798 4.047
H -0.345 3.779 3.968
C 2.731 1.560 2.587
O 1.654 1.081 2.253
N 3.308 2.604 1.931
C 2.646 3.278 0.820
C 4.627 3.227 2.310
H 3.296 1.213 3.466
H 3.196 3.100 -0.105
H 2.606 4.355 0.979
H 1.652 2.840 0.727
H 4.965 3.363 1.283
H 4.673 4.182 2.835
H 5.301 2.546 2.830
C 1.700 -2.293 3.104
O 0.921 -1.409 2.692
N 1.473 -3.219 4.084
C 2.435 -4.024 4.730
C 0.140 -3.288 4.514
H 2.727 -2.383 2.718
H 2.357 -3.964 5.816
H 3.486 -3.857 4.496
H 2.265 -5.094 4.607
H -0.117 -4.272 4.908
H -0.043 -2.498 5.242
H -0.511 -3.100 3.660
Br 1.301 -0.066 -5.316
C 2.401 -0.939 -3.857
C 3.091 -2.270 -4.354
Br 3.866 -3.304 -2.791
H 1.849 -1.102 -2.932
H 3.223 -0.241 -3.696
H 3.737 -1.905 -5.152
H 2.390 -2.941 -4.851
*
```


(2)
This record from the OMol25 dataset describes C9H8FN3O as an isolated structure. The level of theory is ωB97M-V/def2-TZVPD.

## Properties
LUMO   -0.362 eV
ΔE to the lowest compared entry with this formula, charge and spin   92.70 kJ/mol

Structure (ORCA input):
```
! wB97M-V def2-TZVPD RIJCOSX def2/J DEFGRID3
* xyz 0 1
C 2.923 -0.745 1.039
C 3.470 0.070 0.042
C -2.019 1.512 0.682
C -1.215 2.106 -0.353
C -1.975 0.200 0.928
C -0.424 1.354 -1.133
C -1.780 -2.009 -0.250
C -1.073 -0.735 0.196
C -0.300 -0.076 -0.914
N 1.644 -0.941 0.731
N 2.508 0.345 -0.838
N 1.480 -0.311 -0.398
O -2.856 -2.358 0.131
F -0.258 -0.781 -2.068
H 3.362 -1.176 1.915
H 4.460 0.459 -0.069
H -2.689 2.153 1.232
H -1.302 3.166 -0.533
H -2.616 -0.263 1.662
H 0.141 1.757 -1.958
H -1.180 -2.610 -0.955
H -0.304 -1.118 0.911
*
```


(3)
This record from the OMol25 dataset describes a single C6H17N3 molecule. The level of theory is ωB97M-V/def2-TZVPD.

## Properties
LUMO   0.964 eV
ΔE to the lowest compared entry with this formula, charge and spin   360.92 kJ/mol
SMILES   CN(C)NNC(C)(C)C

Structure (ORCA input):
```
! wB97M-V def2-TZVPD RIJCOSX def2/J DEFGRID3
* xyz 0 1
C 2.443 1.151 0.631
C 1.383 -1.252 0.679
C 2.176 -0.304 -1.525
C -2.944 1.260 -0.391
C -2.533 -0.832 0.798
C 1.582 0.054 -0.155
N 0.379 0.808 -0.302
N -0.832 -0.094 -0.792
N -1.921 0.225 -0.002
H 2.307 2.126 0.139
H 2.164 1.199 1.699
H 3.544 0.871 0.608
H 1.016 -2.032 0.080
H 0.835 -1.021 1.567
H 2.342 -1.483 1.078
H 1.362 -0.819 -2.169
H 2.333 0.637 -2.078
H 3.004 -1.017 -1.497
H -3.396 1.558 0.489
H -2.286 2.060 -0.851
H -3.566 0.664 -1.141
H -2.740 -0.465 1.799
H -3.600 -1.081 0.362
H -2.058 -1.808 0.766
H 0.030 1.166 0.559
H -0.817 0.056 -1.714
*
```


(4)
This record from the OMol25 dataset describes C4H6O2 as an isolated structure. The level of theory is ωB97M-V/def2-TZVPD.

## Properties
LUMO   0.947 eV
ΔE to the lowest compared entry with this formula, charge and spin   187.31 kJ/mol

Structure (ORCA input):
```
! wB97M-V def2-TZVPD RIJCOSX def2/J DEFGRID3
* xyz 0 1
O 2.124 -1.062 0.329
C 1.600 -0.018 0.643
C 0.471 0.641 -0.128
C -0.422 -0.315 -0.926
C -1.358 -0.160 0.276
O -0.577 0.925 0.815
H 1.871 0.531 1.572
H 0.835 1.539 -0.645
H -0.025 -1.318 -1.086
H -0.803 0.102 -1.860
H -1.333 -1.038 0.919
H -2.383 0.172 0.091
*
```